# 1
{"formula": "CH3F2N2P", "method": "ωB97M-V/def2-TZVPD", "species": ["C", "N", "N", "F", "F", "P", "H", "H", "H"], "positions_angstrom": [[1.0317, -1.0324, 0.2741], [0.7752, -1.9753, -0.4311], [-1.9448, 1.3310, -0.4893], [-0.0505, 1.6616, 1.3636], [0.4464, 1.8580, -0.9331], [-0.5231, 0.9281, -0.0547], [1.7435, -0.6779, 1.0015], [1.2500, -2.8632, -0.5102], [-2.7284, 0.7700, -0.2208]], "forces_ev_per_angstrom": [[-2.0344, 1.5776, -0.9315], [-0.3729, 0.0619, -0.1208], [0.7612, -0.6378, 0.0725], [-0.4959, -1.0367, -1.1203], [-0.4039, -0.8906, 0.2709], [2.3335, 1.1364, 1.2364], [0.1832, 0.0864, 0.2454], [0.4159, -0.0276, 0.2627], [-0.3867, -0.2695, 0.0846]], "spin_multiplicity": 1, "e_tot_ev": -18788.588, "e_homo_ha": [-0.3348, -0.3348], "de_lowest_kj_mol": 182.2, "gap_ev": [8.437, 8.436]}

# 2
{"formula": "C18H17FN2O5S", "method": "ωB97M-V/def2-TZVPD", "species": ["O", "C", "O", "C", "C", "O", "C", "C", "N", "C", "N", "S", "O", "O", "C", "C", "C", "C", "C", "C", "C", "C", "C", "C", "F", "C", "C", "H", "H", "H", "H", "H", "H", "H", "H", "H", "H", "H", "H", "H", "H", "H", "H", "H"], "positions_angstrom": [[3.5065, -1.6739, -1.7210], [2.3891, -1.4165, -1.3602], [1.8979, -1.7847, -0.1519], [2.7391, -2.5663, 0.7008], [2.6705, -2.0902, 2.1584], [1.6030, -2.6185, 2.9073], [0.4089, -1.8683, 2.9625], [-0.5605, -2.1505, 1.7932], [-1.4661, -1.0649, 1.5230], [-1.0560, 0.0657, 1.1286], [0.2421, 0.4866, 0.9064], [0.3690, 2.0815, 0.3732], [0.9467, 2.1074, -0.9373], [1.0128, 2.8563, 1.3880], [-1.3923, 2.3165, 0.3810], [-2.1177, 3.4314, 0.0307], [-3.5008, 3.3690, 0.1451], [-4.1195, 2.2152, 0.6087], [-3.3772, 1.1002, 0.9622], [-1.9948, 1.1568, 0.8425], [1.3935, -0.6416, -2.1340], [0.0249, -0.7617, -1.9031], [-0.8663, 0.0367, -2.5908], [-0.3717, 0.9467, -3.5088], [-1.2411, 1.7428, -4.1585], [0.9791, 1.0555, -3.7866], [1.8617, 0.2541, -3.0927], [2.4119, -3.6091, 0.6419], [3.7652, -2.4869, 0.3287], [3.5742, -2.4538, 2.6582], [2.6690, -0.9918, 2.1898], [0.6350, -0.7947, 3.0029], [-0.0656, -2.1531, 3.9050], [-1.1793, -3.0198, 2.0269], [0.0340, -2.3851, 0.9054], [0.9557, -0.1978, 0.7032], [-1.6184, 4.3185, -0.3242], [-4.0975, 4.2255, -0.1284], [-5.1954, 2.1879, 0.6929], [-3.8380, 0.1950, 1.3224], [-0.3482, -1.4854, -1.1953], [-1.9290, -0.0301, -2.4159], [1.3216, 1.7718, -4.5156], [2.9244, 0.3239, -3.2645]], "forces_ev_per_angstrom": [[-0.0753, 0.0603, 0.0066], [0.2515, -0.0451, -0.3019], [-0.2861, 0.1712, 0.2025], [0.4735, -0.1809, 0.4559], [0.0482, -0.1483, -0.4183], [-0.0829, -0.2284, -0.0070], [-0.2376, 0.1493, 0.0783], [0.3414, -0.2242, 0.0731], [-0.4465, 0.3238, -0.0742], [-0.2317, -0.5868, 0.3682], [-0.2311, 0.6242, -0.0215], [0.4503, -0.1792, 0.0560], [-0.2312, 0.1096, 0.0842], [-0.2371, 0.1141, 0.0894], [0.3633, -0.7258, 0.2369], [0.0075, 0.2707, -0.0905], [0.2435, 0.0424, -0.0322], [0.0006, -0.1073, 0.0396], [0.2157, 0.0413, -0.0104], [-0.4363, 0.4471, -0.1685], [-0.0717, 0.0327, -0.1480], [0.2162, -0.0022, -0.0899], [-0.0937, 0.1335, -0.1475], [0.0768, -0.1590, 0.0313], [0.0987, -0.0529, 0.0490], [-0.1962, 0.0440, -0.0679], [-0.0918, -0.2143, 0.1243], [0.0576, 0.1065, -0.0034], [-0.1694, -0.0400, 0.1095], [-0.0326, 0.1204, -0.1243], [0.0623, -0.0407, 0.0387], [0.0130, -0.1118, 0.0652], [0.0087, 0.1396, -0.0971], [0.2365, -0.0284, -0.0545], [-0.0758, -0.0757, 0.0496], [0.2684, 0.0530, -0.2442], [0.0001, 0.1466, -0.0515], [-0.0312, 0.0765, -0.0268], [-0.0870, -0.0062, 0.0059], [-0.0524, -0.1076, 0.0369], [-0.0305, -0.0444, 0.1036], [-0.1119, -0.0014, -0.0274], [0.0141, 0.0857, -0.0731], [0.0920, 0.0182, -0.0246]], "spin_multiplicity": 1, "e_tot_ev": -45711.621, "e_homo_ha": -0.3459, "de_lowest_kj_mol": 140.2, "gap_ev": 9.453}

# 3
{"formula": "C6H8BrNO", "method": "ωB97M-V/def2-TZVPD", "species": ["Br", "C", "N", "C", "C", "C", "C", "H", "H", "H", "H", "H", "H", "C", "O", "H", "H"], "positions_angstrom": [[1.1543, 0.9266, 3.0326], [0.2589, 0.6597, 1.3338], [-0.9456, 0.2617, 1.4739], [-1.6081, 0.0536, 0.1631], [-1.2828, 1.0263, -1.0022], [0.1472, 1.4886, -0.9894], [0.8838, 1.2985, 0.1651], [-2.7042, 0.0280, 0.4558], [-1.3149, -0.9483, -0.1177], [-1.8182, 1.9183, -1.2060], [-1.4820, 0.5329, -1.9273], [0.4069, 2.0591, -1.8094], [1.9486, 1.5449, 0.2828], [1.5417, -2.7331, -0.0120], [1.1952, -1.5704, 0.2168], [0.9778, -3.6230, 0.2082], [2.6414, -2.9235, -0.2678]], "forces_ev_per_angstrom": [[0.2831, -0.1096, -0.4378], [-1.9605, 0.8853, 1.0727], [1.7114, 0.2788, -1.4276], [-1.7539, 0.6679, 0.9876], [1.2067, -0.6181, 0.4947], [0.0120, -1.7433, 4.3706], [-0.0684, -0.1029, -2.1379], [1.1323, 0.0529, -0.8887], [-0.0044, -0.3032, -0.3258], [-1.3133, 1.0618, 0.8555], [0.0744, -0.9289, -0.7320], [1.2203, 1.0099, -1.4719], [-0.6777, 0.1775, -0.2678], [2.0019, 3.0018, 1.0309], [0.2841, -3.0838, -0.8661], [-0.9637, -0.3535, -0.1131], [-1.1842, 0.1072, -0.1433]], "spin_multiplicity": 1, "e_tot_ev": -79929.192, "e_homo_ha": -0.3298, "de_lowest_kj_mol": 90.6, "gap_ev": 9.293}